# 1
Here is a cluster of 3 separate species, C22H26N2O8 in total at a distorted geometry from the Open Molecules 2025 dataset. Energies are from ωB97M-V/def2-TZVPD.

Each atom is followed by the atoms it is bonded to, with distances in Å.
Cartesian coordinates (Å):
1 C 5.86 2.57 -1.60  C2 1.601, H15 1.155, H16 1.145, H17 1.142
2 C 5.62 3.10 -3.09  C1 1.601, O3 1.261, O4 1.416
3 O 5.71 2.24 -4.01  C2 1.261
4 O 5.28 4.43 -3.45  C2 1.416, C5 1.450
5 C 5.69 5.40 -2.45  O4 1.450, C6 1.634, H18 1.138, H19 1.154
6 C 4.49 5.76 -1.40  C5 1.634, C7 1.599, H20 1.150, H21 1.154
7 C 3.14 5.06 -1.90  C6 1.599, C8 1.631, H22 1.150, H23 1.147
8 C 1.88 5.31 -0.90  C7 1.631, C9 1.600, H24 1.154, H25 1.154
9 C 0.78 4.21 -1.28  C8 1.600, C10 1.599, C13 1.593, H26 1.149
10 C -0.71 4.64 -1.65  C9 1.599, C11 1.629, H27 1.153, H28 1.142
11 C -1.24 3.15 -2.03  C10 1.629, O12 1.472, H29 1.148, H30 1.155
12 O -0.61 2.33 -0.97  C11 1.472, C13 1.448
13 C 0.48 2.99 -0.30  C9 1.593, O12 1.448, O14 1.239
14 O 1.00 2.62 0.77  C13 1.239
15 H 6.81 3.10 -1.21  C1 1.155
16 H 5.02 2.91 -0.90  C1 1.145
17 H 6.00 1.44 -1.61  C1 1.142
18 H 6.65 5.14 -1.89  C5 1.138
19 H 5.91 6.37 -3.03  C5 1.154
20 H 4.36 6.89 -1.30  C6 1.150
21 H 4.78 5.37 -0.35  C6 1.154
22 H 3.30 3.92 -1.89  C7 1.150
23 H 2.81 5.38 -2.95  C7 1.147
24 H 1.51 6.39 -1.05  C8 1.154
25 H 2.26 5.20 0.18  C8 1.154
26 H 1.18 3.70 -2.23  C9 1.149
27 H -1.34 4.98 -0.74  C10 1.153
28 H -0.67 5.38 -2.52  C10 1.142
29 H -2.38 3.01 -2.12  C11 1.148
30 H -0.71 2.99 -3.04  C11 1.155
31 O -0.20 -4.26 2.47  N32 1.223
32 N -0.77 -4.20 1.40  O31 1.223, O33 1.224, C34 1.464
33 O -1.30 -5.16 0.85  N32 1.224
34 C -0.84 -2.91 0.72  N32 1.464, C35 1.394, C39 1.393
35 C -0.22 -1.80 1.29  C34 1.394, C36 1.391, H40 1.084
36 C -0.26 -0.58 0.63  C35 1.391, C37 1.392, H41 1.085
37 C -0.92 -0.46 -0.59  C36 1.392, C38 1.393, H42 1.089
38 C -1.54 -1.57 -1.15  C37 1.393, C39 1.391, H43 1.085
39 C -1.51 -2.80 -0.50  C34 1.393, C38 1.391, H44 1.084
40 H 0.30 -1.87 2.24  C35 1.084
41 H 0.23 0.29 1.07  C36 1.085
42 H -0.94 0.49 -1.11  C37 1.089
43 H -2.06 -1.48 -2.10  C38 1.085
44 H -1.99 -3.66 -0.95  C39 1.084
45 O -7.44 -5.08 2.44  N46 1.222
46 N -7.26 -6.15 3.00  O45 1.222, O47 1.222, C48 1.465
47 O -8.16 -6.87 3.42  N46 1.222
48 C -5.88 -6.60 3.20  N46 1.465, C49 1.394, C53 1.393
49 C -4.83 -5.79 2.77  C48 1.394, C50 1.391, H54 1.084
50 C -3.52 -6.21 2.98  C49 1.391, C51 1.391, H55 1.083
51 C -3.27 -7.43 3.61  C50 1.391, C52 1.392, H56 1.086
52 C -4.33 -8.23 4.02  C51 1.392, C53 1.391, H57 1.085
53 C -5.64 -7.82 3.82  C48 1.393, C52 1.391, H58 1.084
54 H -5.01 -4.84 2.28  C49 1.084
55 H -2.69 -5.59 2.66  C50 1.083
56 H -2.25 -7.75 3.77  C51 1.086
57 H -4.12 -9.18 4.51  C52 1.085
58 H -6.45 -8.46 4.15  C53 1.084

Calculated values
Structure (SMILES): CC(=O)OCCCC[C@@H]1CCOC1=O.O=[N+]([O-])c1ccccc1.O=[N+]([O-])c1ccccc1
Molecular weight: 446.456 g/mol

Löwdin population analysis, charges in e, atoms 1 to 2:
1. C 0.000
2. C -0.408

# 2
Here is the molecule C22H26N4O3 from the Open Molecules 2025 dataset. Energies are from ωB97M-V/def2-TZVPD.

Each atom is followed by the atoms it is bonded to, with distances in Å.
Cartesian coordinates (Å):
1 C -8.23 -3.32 0.32  C2 1.493, H30 1.089, H31 1.089, H32 1.086
2 C -7.46 -2.04 0.25  C1 1.493, C3 1.394, N29 1.330
3 C -6.20 -1.96 -0.33  C2 1.394, N4 1.322, H33 1.082
4 N -5.53 -0.82 -0.39  C3 1.322, C5 1.331
5 C -6.09 0.27 0.13  N4 1.331, C6 1.502, C28 1.394
6 C -5.33 1.56 0.04  C5 1.502, N7 1.439, H34 1.095, H35 1.100
7 N -3.97 1.33 -0.35  C6 1.439, C8 1.354, H36 1.008
8 C -2.92 1.87 0.33  N7 1.354, O9 1.218, C10 1.489
9 O -3.08 2.71 1.20  C8 1.218
10 C -1.58 1.38 -0.09  C8 1.489, C11 1.389, C27 1.394
11 C -0.51 2.26 0.00  C10 1.389, C12 1.382, H37 1.080
12 C 0.77 1.88 -0.37  C11 1.382, C13 1.392, H38 1.079
13 C 1.00 0.59 -0.83  C12 1.392, O14 1.357, C26 1.398
14 O 2.19 0.08 -1.23  C13 1.357, C15 1.419
15 C 3.37 0.88 -1.17  O14 1.419, C16 1.532, C25 1.535, H39 1.100
16 C 4.40 0.21 -2.09  C15 1.532, C17 1.528, H40 1.090, H41 1.091
17 C 4.85 -1.13 -1.51  C16 1.528, N18 1.452, H42 1.090, H43 1.093
18 N 5.38 -0.95 -0.18  C17 1.452, C19 1.359, C24 1.443
19 C 6.73 -1.01 -0.03  N18 1.359, O20 1.223, C21 1.497
20 O 7.44 -1.29 -0.98  C19 1.223
21 C 7.42 -0.80 1.28  C19 1.497, C22 1.506, C23 1.506, H44 1.086
22 C 7.12 0.21 2.35  C21 1.506, C23 1.493, H45 1.080, H46 1.078
23 C 6.95 -1.24 2.64  C21 1.506, C22 1.493, H47 1.079, H48 1.080
24 C 4.38 -0.43 0.72  N18 1.443, C25 1.533, H49 1.084, H50 1.097
25 C 3.92 0.96 0.26  C15 1.535, C24 1.533, H51 1.091, H52 1.092
26 C -0.08 -0.31 -0.90  C13 1.398, C27 1.377, H53 1.079
27 C -1.35 0.09 -0.54  C10 1.394, C26 1.377, H54 1.081
28 C -7.36 0.19 0.70  C5 1.394, N29 1.320, H55 1.082
29 N -8.03 -0.95 0.76  C2 1.330, C28 1.320
30 H -8.39 -3.72 -0.68  C1 1.089
31 H -7.67 -4.06 0.89  C1 1.089
32 H -9.19 -3.14 0.79  C1 1.086
33 H -5.71 -2.82 -0.76  C3 1.082
34 H -5.32 2.07 1.01  C6 1.095
35 H -5.83 2.22 -0.68  C6 1.100
36 H -3.82 0.57 -0.99  N7 1.008
37 H -0.69 3.26 0.37  C11 1.080
38 H 1.57 2.60 -0.29  C12 1.079
39 H 3.15 1.89 -1.55  C15 1.100
40 H 3.95 0.06 -3.07  C16 1.090
41 H 5.26 0.87 -2.19  C16 1.091
42 H 5.63 -1.57 -2.14  C17 1.090
43 H 3.99 -1.81 -1.46  C17 1.093
44 H 8.48 -0.96 1.11  C21 1.086
45 H 7.96 0.72 2.79  C22 1.080
46 H 6.25 0.85 2.26  C22 1.078
47 H 5.96 -1.66 2.75  C23 1.079
48 H 7.67 -1.72 3.28  C23 1.080
49 H 4.72 -0.39 1.74  C24 1.084
50 H 3.51 -1.11 0.67  C24 1.097
51 H 3.15 1.33 0.94  C25 1.091
52 H 4.76 1.65 0.27  C25 1.092
53 H 0.12 -1.31 -1.24  C26 1.079
54 H -2.15 -0.64 -0.58  C27 1.081
55 H -7.85 1.05 1.13  C28 1.082

Calculated values
Structure (SMILES): Cc1cnc(CNC(=O)c2ccc(OC3CCN(C(=O)C4CC4)CC3)cc2)cn1
Molecular weight: 394.475 g/mol

Löwdin population analysis, charges in e, atoms 1 to 2:
1. C -0.040
2. C -0.322

Energy above the lowest of the compared OMol25 structures with the same formula, charge and spin, record by record: 691.7 262.9 kJ/mol
HOMO-LUMO gap, record by record: 0.342 0.339 Eh